No. 1
The following is a quantum chemistry calculation of the molecule C7H13NO, from OMol25.

```
22
Properties=species:S:1:pos:R:3:forces:R:3:lowdin_charge:R:1
C -1.672021 -1.111402 1.090838 0.0 0.0 0.0 -0.036
C 1.637161 1.572005 1.132177 0.0 0.0 0.0 -0.047
C 1.247846 -1.470981 -1.121614 0.0 0.0 0.0 -0.107
C -0.473418 0.827992 -0.164946 0.0 -0.2 0.0 -0.305
C -1.157690 -0.430920 -0.147804 0.3 0.1 -0.1 -0.335
C 0.776120 0.609519 0.373527 0.0 -0.1 0.0 -0.279
N -0.993370 2.012884 -0.695985 0.0 0.1 0.0 0.114
C 1.024453 -0.781831 0.202735 -0.4 0.1 0.0 -0.118
O -1.986239 -0.761319 -1.207482 0.1 0.1 0.1 0.031
H -1.644009 -0.345161 -2.008592 0.0 0.0 0.1 0.102
H -1.981485 2.030059 -0.892672 0.1 0.0 0.0 0.086
H -0.438510 2.506176 -1.378047 0.0 -0.1 0.0 0.087
H 1.540955 -1.295276 1.022900 0.0 0.0 0.0 0.110
H -1.087241 -0.825117 1.960701 0.0 0.0 0.0 0.086
H -2.719042 -0.824286 1.253273 0.1 0.0 0.0 0.085
H -1.647821 -2.197027 0.980676 0.0 0.0 0.0 0.083
H 1.072789 2.452482 1.446460 0.0 0.0 0.0 0.073
H 2.045334 1.081227 2.022455 0.0 0.0 0.0 0.077
H 2.497074 1.912853 0.545420 -0.1 0.0 0.0 0.074
H 0.817155 -2.477093 -1.141480 0.0 0.0 0.0 0.074
H 2.322177 -1.581421 -1.322271 -0.1 0.0 0.0 0.071
H 0.819783 -0.903363 -1.950268 0.0 0.0 0.0 0.072
```
Forces are in eV/Å.

The calculation puts the HOMO energy at -7.469 eV. Its SMILES is C/C=C(C)\C(N)=C(/C)O. Its spin multiplicity is 1. For the gap between HOMO and LUMO, the calculation gives 8.2 eV.

No. 2
The following is a quantum chemistry calculation of a structure of composition C7H13NO3, from OMol25.

```
24
Properties=species:S:1:pos:R:3:forces:R:3:lowdin_charge:R:1
C 0.177632 3.551434 -1.456261 11.4 1.2 0.1 -0.078
C 0.094312 1.344333 -1.378193 -4.4 -4.2 -6.7 -0.370
C 0.312767 -0.013250 -0.634929 -16.8 7.0 0.3 -0.221
C 0.281277 0.236884 0.847402 -4.8 1.2 3.2 -0.048
C 0.504643 -1.114293 1.556218 -18.6 3.7 3.3 -0.316
C -0.523658 -2.258543 1.050856 13.1 -4.3 -1.2 -0.053
C -0.461305 -2.254884 -0.487162 14.8 7.2 1.9 -0.180
H 0.895725 3.367395 -2.257295 -0.5 1.4 -1.0 0.133
H 0.589985 4.359432 -0.836135 0.5 -0.3 0.2 0.127
H -0.598835 3.941491 -1.690982 -10.5 3.2 -3.4 0.008
H 1.126375 -0.241787 -0.669707 16.6 -5.6 -2.7 0.011
H 0.961924 1.076726 1.357599 -1.5 -1.8 -1.6 0.170
H -1.088546 0.578929 1.041456 4.3 -0.8 0.0 0.233
H 1.315688 -1.313732 1.470774 17.6 -4.7 -1.7 -0.009
H 0.545351 -1.866307 3.524655 -1.7 4.4 -2.4 0.206
H -1.220286 -1.724763 1.135467 -11.6 6.2 2.8 -0.022
H -0.309872 -3.278037 1.560188 -0.9 1.9 -0.9 0.166
H -1.125583 -2.803262 -0.584784 -10.6 -9.8 -3.8 -0.015
H 0.736521 -2.562020 -0.800347 -3.5 -0.2 0.5 0.197
H -1.560565 -0.877518 -1.222831 -5.4 2.4 -0.3 0.060
N -0.654953 -1.007660 -1.175722 7.0 -1.2 1.7 0.068
O 0.322637 2.434228 -0.813578 0.6 -2.7 6.3 0.029
O -0.498413 1.333316 -2.538054 2.6 0.0 4.4 0.035
O 0.177180 -0.908112 3.001367 2.4 -4.2 1.0 -0.131
```
Forces are in eV/Å.

The calculation puts the HOMO energy at -8.950 eV. Its spin multiplicity is 1. For the gap between HOMO and LUMO, the calculation gives 9.6 eV.

No. 3
The following is a quantum chemistry calculation of the molecule C7H13NO5S, from OMol25.

```
27
Properties=species:S:1:pos:R:3:forces:R:3:lowdin_charge:R:1
C -2.449094 -0.955931 -0.325833 0.0 0.1 0.0 -0.106
C -1.383271 -1.262059 -1.374778 -0.2 0.0 -0.1 -0.249
C -0.450000 -0.113254 -1.770769 0.1 -0.2 0.0 -0.157
C 0.417189 0.566503 -0.700719 -0.1 0.1 -0.1 -0.279
C -0.298914 1.669036 0.105631 0.3 0.2 -0.3 -0.119
C 0.343967 1.895248 1.462841 -0.7 -0.1 0.3 -0.186
O 1.777594 1.950820 1.335183 0.0 0.0 -0.3 -0.209
S 2.484112 0.545113 1.073293 0.1 -0.1 0.1 0.657
O 2.740255 -0.074962 2.332387 0.0 0.0 0.0 -0.247
O 3.545712 0.786968 0.148363 -0.1 0.1 0.0 -0.255
C 1.177350 -0.399551 0.199180 0.2 0.2 0.4 -0.340
O 0.356007 -1.029180 1.155082 -0.4 -0.1 -0.6 -0.136
N 0.463165 -2.515823 1.160928 0.0 0.0 0.7 0.058
O 1.524149 -2.877040 1.405894 0.1 0.0 -0.4 0.139
H -2.977609 -1.865146 -0.037106 0.0 0.0 -0.1 0.075
H -2.035475 -0.521555 0.581552 0.1 -0.1 0.0 0.052
H -3.185898 -0.255549 -0.727928 0.0 0.0 0.0 0.077
H -0.811024 -2.148194 -1.090906 0.1 0.1 0.1 0.089
H -1.909765 -1.547162 -2.290873 0.1 -0.1 0.0 0.108
H 0.233358 -0.510583 -2.528365 0.0 0.0 0.0 0.118
H -1.035451 0.660635 -2.277335 0.0 0.1 0.1 0.122
H 1.212777 1.079412 -1.251180 0.0 -0.1 0.0 0.145
H -0.191659 2.588716 -0.475029 -0.1 0.0 0.0 0.127
H -1.368856 1.498258 0.212963 0.0 -0.2 0.1 0.112
H 0.062887 1.121583 2.180591 0.1 -0.1 0.0 0.125
H 0.012177 2.841112 1.885113 0.3 0.1 0.0 0.132
H 1.746317 -1.127417 -0.388181 0.0 0.0 0.0 0.148
```
Forces are in eV/Å.

The calculation puts the HOMO energy at -10.590 eV. Its SMILES is CCC[C@H]1CCOS(=O)(=O)[C@H]1ON=O. Its spin multiplicity is 1. For the gap between HOMO and LUMO, the calculation gives 9.9 eV.

No. 4
The following is a quantum chemistry calculation of the molecule C7H13NS, from OMol25.

```
22
Properties=species:S:1:pos:R:3:forces:R:3:lowdin_charge:R:1
C 1.093721 1.182990 0.620432 -0.3 2.7 -3.7 -0.157
C -0.024321 1.635622 -0.321113 1.1 2.8 -1.7 -0.116
C 0.048868 -1.138588 0.028377 1.9 -3.3 1.9 -0.142
C -1.211980 -0.410596 0.274984 -1.1 1.0 -0.9 -0.366
C 1.315504 -0.289999 0.468804 0.6 -0.7 -0.7 -0.377
C -1.095424 0.928577 -0.488699 -0.3 -2.2 1.7 -0.094
C -2.491132 -1.049894 -0.309223 -0.5 -0.8 1.8 -0.068
N 2.429901 -0.523138 -0.494800 0.3 -0.6 2.8 -0.463
S 4.046613 -0.137017 -0.117904 -1.5 1.0 -0.9 0.719
H 2.010535 1.684333 0.133080 -1.1 -0.5 1.6 0.100
H 0.780959 1.666140 1.527937 0.6 -0.4 1.1 0.114
H 0.028470 2.599683 -0.962762 0.4 -1.5 1.4 0.132
H 2.084059 -0.543324 -1.394425 0.0 0.1 -2.4 0.035
H 0.043456 -2.143485 0.669319 0.1 2.0 -0.9 0.154
H 0.131680 -1.629612 -0.954608 0.1 1.0 -0.2 0.115
H -1.218734 -0.268836 1.373998 -0.6 0.2 -0.4 0.152
H 1.725522 -0.560438 1.408707 0.1 -1.1 1.0 0.107
H -1.904111 1.136733 -1.124900 -0.7 0.7 -0.8 0.082
H -2.326287 -1.622674 -1.188086 0.6 -0.2 -1.1 0.061
H -3.145301 -0.225598 -0.567854 -0.5 -0.3 0.1 0.059
H -3.039145 -1.807316 0.312922 0.5 1.0 0.0 0.090
H 4.007510 1.239580 -0.380656 0.3 -1.0 0.3 -0.138
```
Forces are in eV/Å.

The calculation puts the HOMO energy at -9.070 eV. Its SMILES is C[C@@H]1C=CC[C@H](NS)C1. Its spin multiplicity is 1. For the gap between HOMO and LUMO, the calculation gives 10.0 eV.

No. 5
The following is a quantum chemistry calculation of a cluster of 2 separate species, C7H13O2 in total, from OMol25.

```
22
Properties=species:S:1:pos:R:3:forces:R:3:lowdin_charge:R:1
C 0.587588 0.149386 0.132699 -0.3 -0.5 1.1 -0.373
C 0.402320 1.398743 -0.284754 -0.5 3.5 1.2 0.099
C 0.182620 3.193517 -1.853779 -3.5 3.5 0.9 -0.087
C -1.393930 -2.750158 0.735027 2.5 2.5 -0.8 -0.041
C -0.554426 2.310013 -0.888116 0.2 0.4 -0.9 -0.232
C -0.103036 -2.268333 1.499203 0.6 -3.9 -1.2 -0.199
C 1.154875 -2.107161 0.637032 -1.2 -1.7 1.8 -0.089
O -0.063873 0.701133 1.121899 1.1 -0.9 -1.0 0.208
O 1.174463 -0.900886 -0.178558 0.4 -0.9 -0.3 0.171
H 1.627235 3.385164 -0.445636 -0.5 -0.8 0.1 0.274
H -0.536773 3.760653 -2.596616 1.5 -0.7 1.8 0.153
H 0.873093 2.718434 -2.404151 2.7 -1.7 -1.9 0.033
H 0.798816 3.967577 -1.069472 -0.4 -1.0 -1.2 0.100
H -1.546114 -2.114202 -0.210865 -0.2 -0.7 1.6 0.110
H -1.142109 -3.683214 0.388810 0.2 -2.5 -1.0 0.039
H -2.209842 -2.838149 1.387917 -1.3 0.3 0.6 0.062
H -1.264114 1.709232 -1.404366 -0.8 -0.6 -1.0 0.136
H -1.188792 2.942376 -0.265307 0.5 -0.4 0.8 0.154
H 0.299819 -2.976701 2.332296 -1.3 0.8 -1.4 0.165
H -0.309727 -1.413615 1.970108 -0.6 3.4 2.1 0.039
H 1.939659 -2.186255 1.381731 0.8 1.1 -0.5 0.134
H 1.272248 -2.997554 0.014896 0.0 0.7 -0.6 0.145
```
Forces are in eV/Å.

The calculation puts the HOMO energy (spin up / spin down) at -14.149 / -13.323 eV. Its spin multiplicity is 1. Its total charge is +1. For the gap between HOMO and LUMO (spin up / spin down), the calculation gives 9.0 / 7.1 eV.

Energy above the lowest of the compared OMol25 structures with the same formula, charge and spin: 2.717; 13.308; 1.053; 2.286; 7.311 (eV)
Largest force on an atom: 0.008; 0.375; 0.014; 0.089; 0.097 (Eh/bohr)
E_tot: -404.42763; -554.55105; -1103.54546; -727.37511; -424.43059 (hartree)